Density functional theory data (ωB97M-V/def2-TZVPD) for a molecular structure, Br2NO3S.

Cartesian coordinates (Å):
1 Br -1.680166 -1.573435 -0.619742
2 Br 0.982697 0.154001 -2.041835
3 S 0.090093 0.181001 0.637775
4 O 0.813400 -1.042799 0.853128
5 O 0.147301 1.165577 1.680849
6 O 0.980561 1.018992 -0.532131
7 N -1.333885 0.096662 0.021957

Force components x, y, z for each atom (eV/Å):
-0.8 -1.2 -0.6
0.3 -0.7 -2.1
0.3 0.6 0.7
0.0 -0.1 -0.1
0.0 0.3 0.0
0.2 0.8 1.6
0.0 0.4 0.5

Values from the calculation:
* largest force on an atom: 2.192 eV/Å
* charge: -1
* frontier orbital gap: 7.740 eV
* relative energy (zero: lowest compared OMol25 entry of this formula, charge and spin): 25.6 kcal/mol